The following is a quantum chemistry calculation of a molecular structure, C28H52AlO7S at a distorted geometry, from OMol25.

Geometry (Å):
1 O -1.3894 2.2399 -6.1261
2 S -1.9377 2.9278 -4.9276
3 O -0.7836 3.3950 -4.1304
4 C -2.9311 1.6743 -4.0180
5 Al -2.3336 1.5090 -2.0514
6 C -0.4449 0.7637 -1.8147
7 C -0.3141 -0.7674 -2.1020
8 C -1.2243 -1.7804 -1.5282
9 C -1.0501 -3.1935 -1.8918
10 C 0.0278 -3.6319 -2.8325
11 C 0.9681 -2.6504 -3.3790
12 C 0.7683 -1.2085 -2.9892
13 H -2.6860 4.0432 -5.2543
14 H -4.0163 1.9817 -4.0799
15 H -2.8529 0.7159 -4.6047
16 H -3.4321 0.7217 -1.1886
17 H -2.3278 3.0120 -1.4747
18 H -0.0343 1.0405 -0.7970
19 H 0.1924 1.2740 -2.5989
20 H -2.0424 -1.4659 -0.8355
21 H -1.7383 -3.9639 -1.4777
22 H 0.1135 -4.7083 -3.1192
23 H 1.7865 -2.9619 -4.0663
24 H 1.4652 -0.4328 -3.3883
25 C -1.3944 7.1152 -1.4812
26 C -0.5847 7.3076 -0.2156
27 C -1.3229 6.4175 0.7691
28 O -1.8858 5.3382 0.0120
29 C -1.7808 5.6508 -1.3876
30 H -0.8466 7.3523 -2.3939
31 H -2.2914 7.7429 -1.4471
32 H 0.4329 6.9351 -0.3656
33 H -0.5226 8.3466 0.1132
34 H -2.1480 6.9570 1.2513
35 H -0.6672 6.0176 1.5461
36 H -1.0079 5.0093 -1.8181
37 H -2.7267 5.4336 -1.8842
38 C 3.1424 -2.9368 1.6745
39 C 3.7045 -3.9523 0.7002
40 C 2.4974 -4.8325 0.4347
41 O 1.3388 -4.0002 0.5633
42 C 1.7283 -2.7538 1.1534
43 H 3.7068 -2.0035 1.7121
44 H 3.1178 -3.3629 2.6824
45 H 4.0115 -3.4512 -0.2232
46 H 4.5605 -4.5075 1.0878
47 H 2.4186 -5.6337 1.1769
48 H 2.5171 -5.2806 -0.5618
49 H 1.6890 -1.9864 0.3723
50 H 1.0217 -2.4849 1.9411
51 C -5.0129 5.0313 2.5499
52 C -6.1327 6.0248 2.3092
53 C -6.6106 6.3076 3.7229
54 O -5.4727 6.1621 4.5812
55 C -4.4069 5.5468 3.8414
56 H -4.2915 4.9760 1.7334
57 H -5.4306 4.0323 2.7056
58 H -5.7285 6.9378 1.8613
59 H -6.9232 5.6481 1.6595
60 H -7.3664 5.5803 4.0401
61 H -7.0264 7.3116 3.8331
62 H -3.6482 6.3124 3.6455
63 H -3.9544 4.7541 4.4397
64 C -0.3128 -7.5155 4.1457
65 C 0.8969 -8.0942 4.8542
66 C 2.0391 -7.5693 4.0023
67 O 1.6116 -6.3122 3.4659
68 C 0.2049 -6.1608 3.6977
69 H -1.1998 -7.4449 4.7760
70 H -0.5607 -8.1282 3.2738
71 H 0.9660 -7.6842 5.8663
72 H 0.8853 -9.1824 4.9278
73 H 2.2489 -8.2402 3.1617
74 H 2.9593 -7.4295 4.5736
75 H 0.0726 -5.4066 4.4812
76 H -0.2800 -5.8047 2.7873
77 C 5.5647 -1.0454 -1.2564
78 C 6.4320 -1.2906 -2.4754
79 C 5.4649 -1.9986 -3.4093
80 O 4.1566 -1.4992 -3.1073
81 C 4.2170 -0.7553 -1.8899
82 H 5.9201 -0.2353 -0.6184
83 H 5.5060 -1.9556 -0.6517
84 H 6.7393 -0.3349 -2.9108
85 H 7.3298 -1.8745 -2.2674
86 H 5.4612 -3.0804 -3.2330
87 H 5.6913 -1.8186 -4.4625
88 H 4.1181 0.3060 -2.1424
89 H 3.3813 -1.0414 -1.2480

Calculated values
* energy relative to the best compared isomer or geometry (same formula, charge and spin): 1.958 eV
* charge: -1
* HOMO-LUMO gap: 7.03 eV